A cluster of 9 separate species, C42H74F30N9O21S10 in total at a distorted geometry. Source: the OMol25 dataset; level of theory: ωB97M-V/def2-TZVPD.

Output
LUMO level = 1.2943 eV
gap between HOMO and LUMO = 8.43 eV
highest occupied orbital energy = -7.132 eV
net charge = -1
energy above the lowest of the compared OMol25 structures with the same formula, charge and spin = 0.000 eV
max |F| = 0.204 hartree/bohr
electronic energy = -291026.924 eV

```
186
Properties=species:S:1:pos:R:3:forces:R:3
C -0.89899 -3.91747 4.31274 -0.4 -0.5 -0.1
C -0.29336 -4.08121 2.88545 -0.4 -0.8 0.9
C 0.19702 -5.60920 2.61885 0.4 3.0 0.1
N 0.85603 -5.78484 1.25057 0.8 0.4 -1.0
C 2.20804 -4.92962 1.25000 0.9 -0.6 -0.9
C 3.17536 -5.28016 0.07746 -1.6 0.3 -0.5
C 3.47106 -6.70017 -0.09037 0.5 -2.2 1.0
C 2.23054 -7.60593 -0.13508 -0.4 0.1 0.4
C 1.18969 -7.29058 1.03377 1.0 1.0 -0.7
C -0.10854 -5.30445 0.14365 0.8 -0.3 0.4
H -1.48959 -3.00213 4.35074 -0.4 -0.1 -0.4
H -0.32507 -3.82440 5.23473 1.0 -0.3 -0.6
H -1.52755 -4.79478 4.46555 -0.6 0.2 0.2
H 0.40207 -3.25138 2.75952 0.7 -0.6 -0.2
H -1.14742 -3.86656 2.24311 0.0 -0.2 -0.2
H -0.66513 -6.26410 2.74488 0.2 -0.2 -0.3
H 0.99000 -5.77952 3.34705 -0.2 -0.4 0.0
H 2.74269 -5.12562 2.17943 -0.5 -0.1 0.3
H 2.01214 -3.85965 1.18017 -0.6 -0.2 0.3
H 4.18515 -4.87056 0.05238 -0.5 1.3 0.5
H 2.66769 -5.06322 -0.86239 0.1 1.0 -0.1
H 4.11416 -7.04504 0.71932 -0.1 -0.1 0.6
H 4.19876 -6.76868 -0.89898 -0.6 -0.4 -0.7
H 2.54311 -8.64233 -0.00749 -0.1 -0.1 0.4
H 1.77577 -7.64317 -1.12498 -0.4 0.5 0.0
H 1.64838 -7.59589 1.97424 -0.2 -0.1 0.0
H 0.21311 -7.75351 0.89203 0.2 -0.2 0.0
H -1.03299 -5.87721 0.21732 -0.1 0.3 0.4
H 0.25118 -5.50760 -0.86503 0.6 0.0 0.3
H -0.22165 -4.22546 0.24897 -0.3 -0.3 0.0
C 0.56568 -4.41556 -5.28308 0.1 0.0 0.0
C 1.34598 -3.06257 -5.10327 -0.7 -0.2 -0.1
C 0.29486 -1.93685 -5.15414 -0.1 1.5 0.2
N 0.74698 -0.37410 -5.08290 0.9 -1.0 -1.9
C 1.10223 0.06152 -3.67660 -0.5 -0.2 0.4
C 1.72215 1.49124 -3.59317 -0.6 -1.4 -0.6
C 2.80414 1.59427 -4.64173 2.1 1.2 1.2
C 2.50713 1.17955 -6.03215 -0.2 0.3 -0.8
C 1.99468 -0.23107 -6.03463 -0.9 0.2 0.4
C -0.38798 0.50534 -5.64568 0.4 -0.7 1.2
H 0.33643 -4.86864 -4.31858 -0.3 0.4 0.0
H 1.07145 -5.21849 -5.81937 0.8 0.4 -0.1
H -0.34888 -4.31606 -5.86769 -0.2 0.3 0.3
H 2.02683 -2.88967 -5.93673 0.1 -0.3 0.1
H 1.90973 -3.12436 -4.17244 0.1 0.3 -0.1
H -0.49141 -1.95689 -4.39951 0.2 -0.4 -0.1
H -0.18075 -2.02913 -6.13055 -0.1 0.3 0.0
H 1.73174 -0.70785 -3.22951 0.7 0.1 -0.5
H 0.19344 -0.11898 -3.10247 -0.4 0.6 0.0
H 2.14506 1.63831 -2.59938 0.0 -0.2 -0.1
H 1.00768 2.29975 -3.74794 -0.4 -0.2 0.0
H 3.69423 1.04264 -4.33919 -0.1 -0.4 0.3
H 3.16507 2.62153 -4.59106 0.0 0.2 -0.3
H 3.39381 1.17895 -6.66611 0.4 -0.1 0.3
H 1.90333 1.92769 -6.54577 -0.7 -0.3 0.0
H 2.78448 -0.89050 -5.67481 -0.2 0.0 0.3
H 1.73991 -0.51250 -7.05639 -0.5 -0.3 0.2
H -0.71968 0.10274 -6.60275 0.3 0.3 0.0
H -0.04677 1.54051 -5.63606 0.1 -0.2 -0.5
H -1.22887 0.47255 -4.95292 0.2 -0.4 -0.2
C -7.05501 3.17695 -0.61091 -1.7 0.1 1.2
C -6.18895 3.92035 0.42948 1.7 0.2 -2.6
C -5.44470 5.01006 -0.42086 0.2 -0.8 0.8
N -4.16032 5.49334 0.23659 2.1 2.1 0.3
C -4.15136 7.04026 0.04056 1.2 0.0 0.3
C -2.90676 7.80070 0.63819 -1.2 -0.6 0.1
C -2.97955 7.62747 2.14381 1.1 -0.5 -0.6
C -2.88472 6.09976 2.37028 -0.2 0.1 1.4
C -3.97696 5.20730 1.78215 0.5 0.0 -0.8
C -2.91733 4.97946 -0.54665 -1.3 -1.9 -0.3
H -6.52280 2.84094 -1.50083 0.2 0.3 0.2
H -7.93474 3.75504 -0.89373 0.1 0.3 -0.4
H -7.52053 2.29172 -0.17762 0.3 -0.2 0.2
H -5.43619 3.16660 0.66037 0.1 0.2 0.7
H -6.56789 4.39887 1.33254 -0.7 -0.6 -0.3
H -6.03757 5.89554 -0.65006 -0.2 -0.1 0.4
H -5.15945 4.61729 -1.39680 0.1 -0.2 0.2
H -5.06023 7.37058 0.54350 0.0 0.2 -0.2
H -4.19474 7.19618 -1.03736 -0.3 -0.1 0.0
H -2.93611 8.85105 0.34838 -0.2 -0.1 -0.2
H -1.95129 7.39340 0.30760 -0.1 0.0 -0.3
H -3.83518 8.13448 2.58983 -0.5 -0.5 -0.1
H -2.13374 8.14764 2.59339 0.3 -0.4 0.1
H -2.87602 5.96847 3.45230 -0.6 -0.4 0.2
H -1.93163 5.60946 2.17196 0.3 0.7 -0.8
H -4.91013 5.25761 2.34319 -0.2 0.3 -0.6
H -3.62817 4.17578 1.83108 -0.2 -0.1 0.0
H -2.98144 3.89198 -0.50945 -0.1 -0.2 0.4
H -1.88253 5.18593 -0.27340 -0.6 0.9 0.6
H -3.09077 5.13119 -1.61201 0.0 0.8 0.1
C 1.30237 0.80959 0.15026 -1.3 1.6 1.7
N -0.09624 0.52940 0.83965 0.4 -1.5 -1.7
C -1.18679 0.88932 -0.21462 0.6 1.1 0.6
C -0.10146 -0.99901 1.07555 -0.1 1.3 1.2
C -0.34017 1.23708 2.23599 -0.9 0.1 -1.8
C 0.06018 2.71195 2.32151 0.3 0.6 -0.5
O -0.37929 3.62308 1.29153 -0.8 -2.0 -0.4
H 2.10940 0.93197 0.87263 -0.3 -0.3 0.5
H 1.09342 1.82565 -0.18451 0.6 -0.2 -0.9
H 1.66228 0.05532 -0.54949 -0.9 0.1 -0.2
H -0.71466 0.85581 -1.19649 -0.1 -0.4 0.1
H -1.48119 1.92601 -0.05123 0.3 0.1 0.2
H -2.12539 0.33560 -0.19156 0.6 -0.6 0.5
H 0.72659 -1.03503 1.78345 0.0 -1.0 0.0
H 0.02214 -1.63006 0.19544 0.3 0.7 -0.4
H -1.04645 -1.28120 1.53974 0.0 0.2 0.2
H 0.26663 0.69054 2.95791 -0.3 -0.1 0.1
H -1.41881 1.10605 2.32232 0.1 -0.3 0.5
H 1.14558 2.63638 2.38715 0.2 0.8 0.0
H -0.33288 3.25057 3.18378 0.2 -1.3 0.8
H 0.34741 4.21751 1.09110 0.3 0.3 0.3
C 5.57596 -0.03840 -1.80583 0.5 -0.9 1.3
F 6.01725 0.87218 -2.67640 0.7 -0.9 0.3
F 6.39641 -0.15680 -0.69279 -1.2 0.3 -2.5
F 4.41300 0.44112 -1.38883 -0.7 -0.2 0.4
S 5.14182 -1.78648 -2.71387 -0.8 -0.5 -0.6
O 4.08466 -2.53251 -1.93581 2.9 2.2 -1.6
O 4.68022 -1.26809 -4.01440 0.8 -0.7 1.5
N 6.66627 -2.57920 -2.90964 -3.4 4.3 -2.4
S 6.77299 -3.55241 -1.77856 1.1 -3.9 6.1
O 6.82533 -2.93185 -0.42024 -0.3 -1.3 -2.4
O 5.91093 -4.72566 -1.96205 1.1 0.7 0.5
C 8.62319 -4.15911 -1.97153 -1.5 -0.7 0.7
F 9.33301 -3.17280 -2.36272 1.7 2.9 0.2
F 9.14001 -4.66900 -0.80802 -0.9 0.4 -1.2
F 8.77273 -5.02625 -2.95074 -0.6 -1.8 -0.3
C 1.43411 4.60970 -1.53397 -2.2 0.8 0.4
F 1.58593 4.99087 -2.85399 -0.2 -1.0 2.5
F 0.16855 4.01510 -1.35794 1.8 0.9 -1.0
F 2.31853 3.75948 -1.11121 0.8 -1.0 -0.8
S 1.61346 6.09814 -0.38997 1.1 2.1 -2.0
O 2.95644 6.55067 -0.71943 -1.1 -1.2 0.8
O 0.58972 7.04799 -0.79492 -0.1 -1.8 0.6
N 1.48632 5.46238 1.19993 -0.3 -2.9 -6.6
S 1.60547 6.66764 2.03552 3.5 6.2 7.6
O 2.99619 7.07681 2.37775 -2.7 -1.2 -0.9
O 0.73240 7.78735 1.78836 -0.5 -0.5 -0.1
C 0.99028 5.94207 3.70752 0.0 0.3 0.5
F -0.34327 5.96130 3.83313 -0.6 0.3 -0.6
F 1.34684 4.69315 3.90461 0.7 -1.2 -0.5
F 1.45225 6.59494 4.77139 0.4 0.9 -0.4
C 4.76309 -1.42945 2.41593 -0.5 -0.6 -0.3
F 6.02592 -0.98970 2.38849 -1.2 -0.8 0.1
F 4.10021 -1.00052 1.33272 0.3 0.7 0.0
F 4.65597 -2.76450 2.35058 0.8 0.2 0.4
S 3.83902 -0.78326 3.91821 1.3 2.4 2.4
O 4.51082 0.47959 4.17835 0.1 -1.5 -0.2
O 2.43929 -0.56199 3.59718 0.7 -1.4 -0.5
N 4.25203 -1.91175 5.21026 1.6 2.2 -3.7
S 2.90524 -2.44206 5.64860 -5.0 -1.3 2.0
O 2.11411 -1.41803 6.30722 0.0 -0.6 0.3
O 2.13856 -3.19442 4.63109 1.2 -0.2 1.1
C 3.29241 -3.70102 7.14949 -1.0 2.1 -2.0
F 2.21239 -4.31203 7.57098 -1.6 0.0 0.3
F 4.03004 -4.63956 6.65363 2.2 -1.3 -0.3
F 3.80278 -3.06332 8.18310 0.8 0.0 0.1
C -3.26120 -3.34394 -1.04865 -1.3 0.8 -1.2
F -4.49787 -2.81733 -0.98902 1.1 -1.0 -0.5
F -2.69470 -3.00608 0.12350 0.2 -1.5 -0.8
F -3.36803 -4.71205 -1.37231 0.6 2.4 1.6
S -2.21575 -2.58116 -2.50809 -0.1 -1.3 1.3
O -0.85388 -2.68782 -2.04633 0.3 0.0 0.1
O -2.57920 -3.43089 -3.64974 0.3 2.0 1.7
N -2.56427 -0.90158 -2.38004 2.0 -3.9 1.1
S -3.60159 -0.70319 -3.46244 -5.9 2.2 -3.9
O -3.15654 -1.11174 -4.80022 -0.1 1.1 1.1
O -5.01609 -1.00857 -3.15951 2.5 0.3 -0.2
C -3.61664 1.23164 -3.41700 -1.1 -2.1 0.4
F -4.10184 1.66009 -2.22404 0.6 0.1 -0.8
F -2.34300 1.60669 -3.55322 -0.2 1.2 -0.1
F -4.42457 1.71994 -4.38553 1.2 -0.1 0.7
C -3.53562 2.02140 4.72478 1.7 -1.5 -1.3
F -2.80803 3.13465 4.42382 -1.3 -0.4 0.1
F -2.57424 1.05174 4.88900 -1.2 0.7 -0.1
F -4.19251 2.15469 5.84961 -0.1 0.3 -0.2
S -4.69305 1.45118 3.19780 -2.3 0.8 1.2
O -5.90031 2.30020 3.25166 2.2 -1.0 0.2
O -3.85602 1.61092 2.00775 -0.5 -0.4 1.4
N -5.22073 -0.09251 3.67208 1.1 5.0 1.5
S -4.60611 -1.12540 2.75905 2.9 -4.5 -2.8
O -5.45601 -1.24851 1.59094 1.0 -0.4 -0.1
O -3.10761 -1.09333 2.55241 -3.0 -0.2 0.6
C -5.02576 -2.84568 3.72469 0.1 3.0 -2.0
F -4.75888 -2.75314 5.02007 0.1 -0.8 -0.4
F -6.34095 -2.92715 3.51619 0.2 -0.9 0.6
F -4.39896 -3.85383 3.08435 -0.4 0.5 1.1
```
Forces are in eV/Å.